[1]
The following is a quantum chemistry calculation of a 8-piece molecular cluster, C30H76Cl4N4O10 overall, from the OMol25 dataset.

Element x y z (Å)
C (-12.417, 6.791, -8.857)
O (-11.043, 6.415, -9.194)
C (-10.845, 5.146, -9.809)
C (-9.341, 4.814, -9.990)
N (-8.821, 4.204, -8.819)
C (-7.456, 3.732, -9.046)
C (-6.795, 2.888, -7.876)
O (-6.485, 3.820, -6.809)
C (-6.090, 3.204, -5.632)
H (-12.982, 7.124, -9.728)
H (-12.416, 7.570, -8.095)
H (-12.872, 5.889, -8.449)
H (-11.413, 5.190, -10.738)
H (-11.340, 4.326, -9.288)
H (-8.917, 5.801, -10.175)
H (-9.174, 4.313, -10.944)
H (-8.903, 4.914, -8.106)
H (-6.714, 4.509, -9.229)
H (-7.424, 3.143, -9.963)
H (-5.909, 2.306, -8.132)
H (-7.461, 2.094, -7.539)
H (-6.984, 2.681, -5.291)
H (-5.688, 3.938, -4.934)
H (-5.319, 2.452, -5.804)
C (2.661, -4.261, -8.518)
O (1.753, -4.138, -9.634)
C (2.242, -3.180, -10.571)
C (1.194, -2.944, -11.690)
N (0.965, -4.172, -12.482)
C (-0.280, -4.018, -13.261)
C (-0.718, -5.407, -13.817)
O (-0.920, -6.386, -12.799)
C (-1.624, -7.546, -13.232)
H (3.700, -4.218, -8.844)
H (2.417, -5.118, -7.890)
H (2.587, -3.365, -7.902)
H (3.195, -3.502, -10.989)
H (2.443, -2.245, -10.047)
H (1.572, -2.193, -12.384)
H (0.240, -2.593, -11.297)
H (0.847, -4.947, -11.846)
H (-0.212, -3.360, -14.128)
H (-1.168, -3.731, -12.697)
H (0.006, -5.799, -14.531)
H (-1.643, -5.322, -14.387)
H (-1.641, -8.321, -12.466)
H (-1.119, -7.986, -14.091)
H (-2.654, -7.324, -13.513)
C (-4.784, 7.755, 5.780)
O (-6.007, 7.212, 5.549)
C (-6.563, 6.463, 6.653)
C (-6.932, 5.059, 6.201)
N (-5.899, 4.085, 6.608)
C (-4.541, 4.239, 6.131)
C (-3.829, 2.879, 6.244)
O (-4.490, 1.938, 5.422)
C (-3.836, 0.684, 5.516)
H (-4.026, 6.990, 5.945)
H (-4.821, 8.469, 6.603)
H (-4.426, 8.289, 4.900)
H (-7.475, 6.941, 7.010)
H (-5.810, 6.386, 7.437)
H (-7.032, 5.174, 5.121)
H (-7.902, 4.699, 6.543)
H (-6.072, 3.107, 6.427)
H (-4.022, 5.008, 6.704)
H (-4.520, 4.417, 5.056)
H (-3.628, 2.553, 7.265)
H (-2.867, 2.983, 5.741)
H (-4.348, -0.163, 5.059)
H (-3.666, 0.386, 6.550)
H (-2.929, 0.727, 4.913)
C (7.307, -5.605, 7.441)
O (8.156, -5.747, 8.601)
C (9.518, -5.825, 8.255)
C (10.461, -5.537, 9.483)
N (10.439, -6.628, 10.454)
C (10.929, -6.088, 11.728)
C (10.608, -7.141, 12.804)
O (9.209, -7.139, 13.098)
C (8.845, -7.750, 14.340)
H (7.368, -4.572, 7.099)
H (6.295, -5.852, 7.761)
H (7.513, -6.201, 6.552)
H (9.732, -5.038, 7.533)
H (9.822, -6.789, 7.847)
H (10.025, -4.652, 9.946)
H (11.456, -5.342, 9.084)
H (9.482, -6.943, 10.517)
H (10.308, -5.234, 11.998)
H (11.988, -5.844, 11.657)
H (11.158, -6.838, 13.695)
H (10.905, -8.141, 12.488)
H (9.172, -7.185, 15.213)
H (9.255, -8.760, 14.367)
H (7.778, -7.952, 14.437)
Cl (1.924, -0.935, 0.455)
C (1.672, 0.798, 0.969)
C (2.525, 1.257, 2.152)
Cl (4.223, 1.015, 1.670)
H (0.613, 0.916, 1.202)
H (1.873, 1.386, 0.074)
H (2.385, 0.717, 3.088)
H (2.397, 2.314, 2.384)
Cl (2.720, -2.111, 10.448)
C (3.420, -3.267, 11.648)
C (4.254, -2.660, 12.735)
Cl (3.415, -1.585, 13.862)
H (4.070, -3.885, 11.029)
H (2.637, -3.948, 11.981)
H (4.997, -2.022, 12.256)
H (4.747, -3.478, 13.261)
C (6.032, 3.707, -4.434)
O (6.886, 4.231, -5.490)
H (5.296, 3.017, -4.846)
H (6.625, 3.109, -3.741)
H (5.505, 4.427, -3.808)
H (7.014, 3.464, -6.053)
C (1.438, 7.562, 0.520)
O (0.322, 6.704, 0.519)
H (0.998, 8.549, 0.668)
H (2.064, 7.394, 1.396)
H (2.057, 7.541, -0.376)
H (-0.448, 7.118, 0.122)

The LUMO energy is 0.33 eV. The structure (SMILES) is COCCNCCOC.COCCNCCOC.COCCNCCOC.COCCNCCOC.ClCCCl.ClCCCl.CO.CO. As for the spin multiplicity: 1.


[2]
The following is a quantum chemistry calculation of C3H4N4O as an isolated structure, from the OMol25 dataset.

Element x y z (Å)
C (-1.464, -0.807, -0.375)
C (0.242, 1.515, 0.188)
C (1.521, -0.500, -0.295)
H (-0.193, -0.342, 1.171)
H (-2.022, -1.347, -0.989)
H (0.489, 2.453, 0.703)
H (2.549, -0.519, -0.485)
N (-0.533, -1.452, 0.586)
N (-1.892, 0.341, -0.478)
N (-1.010, 1.313, 0.281)
N (0.861, -1.543, 0.033)
O (1.453, 0.890, -0.340)

Its energy above the lowest of the compared OMol25 structures with the same formula, charge and spin is 7.100 eV. The LUMO energy is 0.39 eV. As for the spin multiplicity: 1.


Number 1: Kohn-Sham gap 8.90 eV. Number 2: Kohn-Sham gap 10.75 eV.